# 1
132
Properties=species:S:1:pos:R:3:forces:R:3:lowdin_spin:R:1 method="wB97M-V/def2-TZVPD" e_lumo_ev="-4.333 / -9.232" de_lowest_ev=3.775 e_tot_ev=-91730.675 spin_multiplicity=2 orbital_gap_ev="6.357 / 1.458" total_charge=+1
O 4.7187 0.8161 -2.2147 -1.49 -0.38 -1.27 0.0000
C 3.7718 0.9663 -2.9678 2.11 0.50 1.23 0.0000
O 2.6133 0.3248 -2.8025 -0.70 -1.04 1.77 0.0000
C 1.5198 0.8893 -3.4780 0.48 0.12 -1.73 0.0000
C 2.1119 2.0728 -4.2405 0.05 0.23 -0.55 0.0000
C 3.6716 1.9728 -4.0741 -1.98 0.31 0.17 0.0000
H 0.6282 1.1853 -2.9252 0.49 -0.24 0.87 0.0000
H 1.1985 0.1518 -4.2135 -0.22 -0.22 0.13 0.0000
H 1.7143 3.0172 -3.8687 0.16 0.00 -0.07 0.0000
H 1.7476 1.9011 -5.2533 0.43 0.69 -0.25 0.0000
H 4.0591 2.8815 -3.6136 0.28 0.05 -0.62 0.0000
H 4.1258 1.6714 -5.0180 0.38 0.09 0.37 0.0000
O -2.5713 4.9311 0.9654 -0.84 -0.29 -2.37 0.0000
C -3.3580 5.3267 0.0897 3.46 -2.77 2.59 0.0000
O -4.0616 6.3429 0.4223 -2.54 0.87 1.14 0.0000
C -4.9461 6.6402 -0.6188 0.25 2.16 -3.30 0.0000
C -5.0098 5.3910 -1.5533 -1.11 1.71 0.63 0.0000
C -3.7062 4.7738 -1.3069 1.24 -1.18 1.15 0.0000
H -4.3883 7.4865 -1.0197 -0.34 0.16 -1.20 0.0000
H -5.9346 7.0805 -0.4885 0.03 -0.56 1.42 0.0000
H -5.0868 5.6098 -2.6183 -0.79 0.21 0.27 0.0000
H -5.8625 4.8810 -1.1053 0.06 -0.72 -0.71 0.0000
H -2.9988 5.0243 -2.0975 0.33 0.36 0.34 0.0000
H -3.7131 3.6842 -1.2775 0.02 -0.01 0.21 0.0000
O 3.7466 -5.7270 -3.1931 -1.16 1.80 1.69 0.0011
C 3.3291 -4.8726 -2.4122 0.45 -0.46 -1.52 -0.0001
O 3.1298 -3.5736 -2.8352 0.52 -1.33 -1.22 0.0011
C 2.6135 -2.6827 -1.8736 0.60 -0.62 1.77 0.0000
C 2.5961 -3.5464 -0.5522 -1.33 -0.90 0.19 0.0000
C 2.9761 -4.9719 -0.9318 0.88 -0.81 -1.82 0.0000
H 1.6195 -2.3708 -2.1945 0.03 -0.03 0.27 0.0000
H 3.2512 -1.8025 -1.7924 0.05 -0.18 -0.10 0.0000
H 1.5461 -3.7403 -0.3328 -0.17 0.92 0.64 0.0000
H 3.1146 -3.2541 0.3609 -0.03 0.68 -0.42 0.0000
H 2.1763 -5.7040 -0.8197 -0.28 0.14 -0.11 0.0000
H 3.8248 -5.5292 -0.5352 0.28 0.68 0.63 0.0000
O -2.2487 2.3714 3.9292 1.30 1.25 -1.00 0.0000
C -1.5158 3.3315 3.7323 -1.19 -1.16 1.33 0.0000
O -0.3700 3.2533 2.9900 -0.85 -0.21 0.26 0.0000
C 0.4564 4.4112 3.1966 0.94 -0.53 0.53 0.0000
C -0.4552 5.4358 3.7713 -0.67 1.62 -0.20 0.0000
C -1.6464 4.6779 4.4651 2.87 0.95 -2.25 0.0000
H 0.9763 4.6589 2.2712 -0.42 0.02 -0.04 0.0000
H 1.2570 4.1603 3.8925 0.00 -0.36 0.19 0.0000
H -0.8026 6.0541 2.9437 -0.59 -0.18 -0.13 0.0000
H -0.0146 6.1998 4.4118 0.43 -0.45 0.27 0.0000
H -2.4560 5.3497 4.1799 -0.74 -0.98 0.84 0.0000
H -1.3105 4.5791 5.4973 -1.01 -0.18 0.16 0.0000
O -0.0953 -7.7858 -1.2478 -1.33 0.62 -0.35 0.0030
C -0.9512 -6.9278 -1.0146 2.38 -5.15 -1.89 0.0001
O -0.5767 -5.8696 -0.4461 1.08 3.37 1.61 0.0018
C -1.6427 -4.9583 -0.2739 -1.39 0.92 -0.67 0.0004
C -2.9064 -5.8126 -0.4690 -0.83 -0.98 0.85 0.0000
C -2.3932 -7.0205 -1.3113 -0.84 0.64 0.26 0.0003
H -1.6551 -4.2210 -1.0766 0.51 0.21 -0.07 0.0002
H -1.4794 -4.4060 0.6516 -0.38 -0.38 0.05 0.0001
H -3.8144 -5.3087 -0.8001 0.46 0.31 -0.54 0.0000
H -3.2529 -6.2211 0.4803 0.30 -0.11 0.26 0.0000
H -2.5730 -7.0068 -2.3863 0.09 0.57 -0.14 0.0001
H -2.7412 -8.0219 -1.0577 -0.11 0.22 0.51 0.0000
O -0.6473 -1.8913 -1.8771 0.57 2.80 1.91 0.0010
C -0.6430 -0.7884 -1.2771 -2.29 -2.20 -2.03 0.0001
O 0.3015 -0.3439 -0.4722 0.56 0.51 0.19 0.0000
C 0.0372 1.0647 -0.1059 0.35 -0.38 1.68 0.0000
C -1.4240 1.2280 -0.2561 -1.89 0.67 -1.59 0.0000
C -1.7744 0.2843 -1.4264 1.25 0.22 0.16 0.0001
H 0.6976 1.7650 -0.6172 -0.22 -0.48 -0.71 0.0000
H 0.2405 1.2924 0.9405 0.63 -0.81 0.24 0.0000
H -1.6307 2.2886 -0.3994 -0.12 0.10 -0.45 0.0000
H -2.1094 0.9904 0.5574 0.76 -0.40 0.63 0.0000
H -1.5467 0.7303 -2.3946 -0.03 0.24 -0.17 0.0000
H -2.8113 -0.0468 -1.4835 0.34 -0.49 0.25 0.0000
O -3.0083 -5.8490 -5.6097 2.58 -0.03 1.14 0.6836
C -1.8572 -5.8591 -5.1148 -0.53 2.68 2.04 0.0403
O -1.5075 -4.9295 -4.1036 -1.97 -0.66 -2.95 0.1146
C -0.0612 -4.8467 -4.0096 0.37 0.34 1.50 0.0232
C 0.3436 -6.2105 -4.3264 1.29 -2.44 -0.51 0.0336
C -0.7010 -6.7855 -5.2859 -0.61 -0.51 -1.48 0.0693
H 0.1205 -4.5747 -2.9698 -0.28 -0.15 0.37 0.0158
H 0.4996 -4.0534 -4.5038 -0.94 0.18 -0.95 0.0040
H 0.3476 -6.8887 -3.4730 0.09 0.21 0.35 0.0060
H 1.3193 -6.2783 -4.8076 0.06 0.10 0.17 0.0028
H -1.1496 -7.7720 -5.1689 0.26 -0.30 0.87 -0.0019
H -0.3756 -6.8993 -6.3199 0.01 0.61 -0.28 -0.0009
O 3.1363 -0.9544 4.3127 -1.09 0.40 0.63 0.0000
C 2.1401 -0.6767 4.9466 0.61 -0.43 -2.20 0.0000
O 1.9126 -1.1659 6.1640 0.21 -0.28 0.96 0.0000
C 0.7718 -0.5292 6.7711 -0.81 -0.62 -1.64 0.0000
C -0.0497 -0.1624 5.5318 -1.19 2.46 1.33 0.0000
C 0.9418 0.2332 4.5140 1.77 -1.46 -0.78 0.0000
H 1.1450 0.3232 7.3387 -0.40 -0.14 0.23 0.0000
H 0.1379 -1.2529 7.2834 0.82 0.04 0.77 0.0000
H -0.6924 0.6951 5.7308 -0.35 -0.07 0.28 0.0000
H -0.7210 -0.9424 5.1726 0.48 -0.26 0.20 0.0000
H 1.4436 1.1988 4.4514 -0.81 0.55 0.54 0.0000
H 0.5037 0.0287 3.5371 0.74 -0.15 -0.31 0.0000
O 6.5620 0.4467 2.5218 -3.29 -0.43 -1.86 0.0000
C 5.4164 0.4210 2.0337 2.28 -0.19 2.08 0.0000
O 4.5474 1.4051 2.2919 -0.49 0.19 -0.21 0.0000
C 3.2288 1.1565 1.7131 0.57 1.66 0.21 0.0000
C 3.2909 -0.0753 0.8665 -0.19 0.00 -0.26 0.0000
C 4.7050 -0.5790 1.1507 -0.18 -1.25 -1.46 0.0000
H 3.0489 2.0064 1.0548 -0.31 0.29 0.38 0.0000
H 2.5566 1.1368 2.5709 -0.13 -0.14 -0.30 0.0000
H 3.2028 0.1429 -0.1978 0.14 0.44 0.04 0.0000
H 2.4076 -0.6928 1.0296 0.47 -0.63 0.59 0.0000
H 5.1969 -0.5492 0.1784 0.46 -0.09 0.05 0.0000
H 4.6568 -1.6359 1.4127 0.68 0.23 0.73 0.0000
O 2.7616 3.3627 -1.1109 -2.47 1.26 0.18 0.0000
C 1.8482 4.1937 -1.0019 4.79 -0.69 -2.48 0.0000
O 0.9240 4.1131 -0.0805 -0.83 -0.24 0.33 0.0000
C 0.0967 5.2586 -0.1997 -3.12 -1.16 1.71 0.0000
C 0.8155 6.2646 -0.8206 3.88 4.51 -3.43 0.0000
C 1.8426 5.5795 -1.8168 -1.55 -0.95 2.66 0.0000
H -0.2002 5.6560 0.7708 -0.45 -0.97 0.08 0.0000
H -0.7715 5.1260 -0.8454 -0.29 -1.18 0.53 0.0000
H 1.3631 6.8891 -0.1146 0.27 -0.05 0.01 0.0000
H 0.1612 6.9518 -1.3569 -0.03 0.08 0.05 0.0000
H 2.8388 6.0193 -1.7688 -0.14 -0.23 -0.11 0.0000
H 1.4763 5.5328 -2.8424 0.06 -0.35 0.13 0.0000
O -5.0513 -2.0545 0.7968 -0.35 0.02 0.08 0.0000
C -4.1122 -1.9019 1.5349 -3.10 -0.14 -0.64 0.0000
O -2.9208 -2.1094 1.1027 3.89 -1.37 -2.15 0.0000
C -1.8838 -1.8684 2.0675 -0.23 0.91 -0.05 0.0000
C -2.6467 -1.0705 3.0497 -0.06 1.61 3.44 0.0000
C -4.0792 -1.4663 2.9293 -0.52 -0.03 0.47 0.0000
H -1.1194 -1.2090 1.6563 0.15 -0.54 -0.50 0.0000
H -1.4338 -2.7684 2.4865 -0.23 -0.25 -0.35 0.0000
H -2.5440 0.0118 2.9718 0.25 0.02 -0.43 0.0000
H -2.4121 -1.2714 4.0950 0.66 0.03 -0.08 0.0000
H -4.8243 -0.6894 3.1006 0.13 -0.17 0.21 0.0000
H -4.2339 -2.3256 3.5818 -0.55 -0.05 -0.06 0.0000

# 2
130
Properties=species:S:1:pos:R:3:forces:R:3:mulliken_charge:R:1 method="wB97M-V/def2-TZVPD" e_lumo_ev=0.188 e_tot_ev=-150473.701 spin_multiplicity=1 orbital_gap_ev=8.730 total_charge=0
F 11.1927 -19.7261 -14.9496 -0.66 -1.12 0.62 -0.3605
C 10.8441 -20.7451 -14.0647 -0.30 -0.83 -1.17 0.9176
C 10.2157 -21.9325 -14.5659 1.45 0.69 1.09 -0.8501
C 9.9997 -22.9713 -13.6268 -0.41 1.24 0.26 -0.4515
C 10.2932 -22.7143 -12.2590 -0.69 -0.29 -1.00 -0.2494
C 10.9010 -21.5161 -11.8525 -0.59 -1.65 0.73 -0.2215
C 11.1842 -20.5393 -12.7355 -0.48 0.87 -2.25 -0.3766
H 10.0456 -22.0541 -15.6378 -0.04 0.06 0.48 0.4151
H 9.4717 -23.9022 -13.9334 0.66 0.90 0.31 0.4061
H 9.8369 -23.4189 -11.5630 0.79 0.19 0.18 0.1207
H 11.1648 -21.2919 -10.8409 -0.27 -0.29 0.69 0.3720
H 11.4956 -19.5552 -12.4485 0.49 0.23 0.24 0.2097
F 4.0143 -21.9000 -20.0262 -0.66 -0.03 -0.66 -0.3372
C 4.6556 -21.8851 -18.8683 0.92 0.95 1.64 0.1386
C 6.0120 -22.1927 -18.8719 -1.28 0.48 0.80 -0.4609
C 6.6901 -22.1264 -17.6600 1.84 -0.37 -0.68 -0.2223
C 6.0929 -21.7369 -16.4732 0.53 0.49 1.71 -0.1027
C 4.7748 -21.3756 -16.5139 -1.85 0.77 -0.27 0.0724
C 4.0529 -21.3834 -17.7105 0.38 -0.88 -0.65 -1.1051
H 6.4386 -22.2971 -19.8407 0.73 -0.58 -0.38 0.4506
H 7.7738 -22.3376 -17.7367 -0.75 0.02 0.37 0.2897
H 6.5444 -21.5479 -15.4428 0.05 -0.71 -1.70 0.0622
H 4.2209 -21.0210 -15.6277 0.61 -0.23 -0.47 0.7551
H 3.0420 -21.0411 -17.7727 -0.50 0.05 0.20 0.5005
F 6.7412 -16.3121 -11.7843 -0.32 -0.26 0.00 0.1212
C 5.5775 -15.6175 -11.8346 -0.35 -1.14 -0.53 0.1114
C 4.3760 -16.2680 -12.1768 0.10 0.09 0.64 0.1580
C 3.1904 -15.5246 -12.1604 1.23 0.44 0.13 -1.2198
C 3.2640 -14.1561 -11.9822 0.19 1.14 -0.02 -0.5392
C 4.5007 -13.5447 -11.7264 -0.82 -1.95 -0.09 -0.6158
C 5.6734 -14.2818 -11.5839 -0.28 1.24 -0.29 -0.7300
H 4.3268 -17.3350 -12.3972 0.34 0.26 0.16 0.7359
H 2.2309 -15.9585 -12.2588 -0.65 -0.71 -0.45 0.5849
H 2.3792 -13.4899 -12.0944 0.64 -0.78 0.25 0.3689
H 4.4720 -12.5201 -11.6215 0.35 2.13 0.28 0.5350
H 6.6383 -13.7908 -11.4037 -0.45 -0.41 0.02 0.4505
F 1.1796 -17.0812 -14.5255 0.63 0.16 -0.91 -0.4368
C 2.4347 -17.0098 -15.1416 -3.12 2.26 0.99 0.6317
C 2.7961 -15.7594 -15.6657 -1.34 -1.26 1.22 -0.8012
C 4.0822 -15.5771 -16.0273 0.72 -0.18 -0.14 -0.6228
C 4.9602 -16.6482 -15.8899 0.19 0.06 0.30 -0.6997
C 4.5247 -17.8622 -15.3649 1.13 -0.49 -1.72 0.4414
C 3.1959 -18.0837 -15.0229 1.88 -1.85 0.09 -0.6196
H 2.0663 -14.9836 -15.6034 -0.33 0.44 -0.21 0.4819
H 4.3835 -14.6090 -16.3676 0.38 0.31 -0.26 0.4273
H 5.9922 -16.4825 -16.1719 0.08 -0.31 0.05 0.5239
H 5.2057 -18.7107 -15.4758 -0.11 0.21 0.65 0.2521
H 2.8565 -19.0707 -14.6905 -0.05 0.56 -0.01 0.4405
F 9.1435 -25.8040 -12.7837 -0.46 0.31 0.90 -0.3637
C 8.3799 -25.3898 -11.7216 -1.26 0.44 0.36 -0.0982
C 7.1750 -24.6725 -11.9928 1.60 -0.75 -0.66 0.2598
C 6.3542 -24.2781 -10.9320 0.69 -0.11 -0.65 -0.5130
C 6.7760 -24.5126 -9.6268 -0.50 -0.82 0.48 -0.4654
C 7.9335 -25.2544 -9.3839 -0.03 1.31 -1.08 -0.6789
C 8.7862 -25.6608 -10.4049 -0.19 0.17 -1.24 -0.2970
H 7.0074 -24.4073 -13.0664 -0.25 -0.33 1.14 0.2601
H 5.4326 -23.7964 -11.2160 -0.16 0.30 0.36 0.5117
H 6.2049 -24.2420 -8.7161 0.15 0.00 -1.00 0.6245
H 8.2258 -25.2663 -8.3778 0.61 -0.57 1.26 0.3490
H 9.7752 -26.0847 -10.2439 -0.34 -0.14 0.14 0.4296
C 2.0648 -21.9176 -12.8235 0.92 0.14 -2.27 -0.5988
S 1.9917 -23.0188 -14.3364 0.77 0.70 1.00 0.2770
O 1.9098 -21.9562 -15.3740 -0.10 -0.17 -0.43 -0.5191
C 3.7533 -23.6091 -14.2937 -1.15 0.45 1.74 -0.2443
H 1.1470 -21.3815 -12.8413 -0.84 0.26 0.13 0.4095
H 2.8742 -21.2217 -13.0391 0.02 0.18 -0.44 -0.1600
H 2.3308 -22.2898 -11.8946 0.00 -1.43 1.82 0.4503
H 3.9804 -24.0707 -15.2350 0.21 0.02 -0.44 0.4390
H 3.7963 -24.3521 -13.4687 0.03 0.30 -0.50 0.4372
H 4.3416 -22.7260 -14.0100 0.20 -0.37 -0.45 -0.4142
C 6.8539 -21.7056 -6.9870 -0.79 -0.08 -0.63 -0.0693
S 8.5652 -21.5246 -6.5640 0.58 -0.40 1.31 0.3593
O 9.2084 -22.8764 -6.5011 -0.47 0.03 -0.11 -0.6475
C 9.2196 -20.7834 -7.9912 2.07 0.94 -1.18 -0.2364
H 6.3863 -22.3003 -6.1991 -0.01 0.63 0.38 0.4703
H 6.6588 -22.3233 -7.8621 0.54 0.15 -0.45 -0.3521
H 6.4308 -20.6950 -7.1624 0.12 -0.53 0.43 0.0513
H 10.3309 -20.9096 -7.9139 -0.82 -0.29 0.25 0.3292
H 9.1761 -19.6844 -8.0717 -0.88 -0.48 0.03 0.2399
H 8.9585 -21.2940 -8.9156 -0.34 0.05 -0.03 -0.1685
C 4.4063 -16.5493 -7.8911 -1.85 0.29 0.88 -1.1821
S 4.9015 -18.0730 -8.5838 0.35 -0.65 0.88 0.9111
O 6.2495 -18.2327 -7.9702 0.67 -0.36 -0.39 -0.6946
C 3.8782 -19.2575 -7.6809 -1.39 1.00 -0.07 -1.1787
H 3.3577 -16.2793 -8.0516 -0.07 -0.42 0.05 0.3745
H 4.9295 -15.8041 -8.4033 1.19 1.12 -0.80 0.3373
H 4.6516 -16.5078 -6.8318 0.05 -0.20 0.01 0.3681
H 2.8292 -19.0739 -7.9671 0.22 0.04 0.14 0.4214
H 3.9434 -19.3101 -6.5777 0.45 0.32 -0.66 0.3424
H 4.1329 -20.1668 -8.1610 0.37 -1.17 -0.11 0.3043
C 9.8376 -16.0901 -9.9438 -0.48 -1.09 -0.09 -0.8132
S 10.9687 -17.4757 -10.0620 -0.59 -0.07 0.27 0.5742
O 10.0009 -18.6254 -10.0736 0.33 -0.38 -0.28 -0.5362
C 11.6098 -17.4940 -8.3696 0.56 0.53 0.06 -1.0545
H 9.2602 -16.2187 -9.0397 -0.11 0.03 0.31 0.3870
H 9.1834 -16.1808 -10.8018 -0.03 -0.21 -0.24 -0.0879
H 10.2998 -15.1558 -10.0213 0.95 1.44 0.11 0.5810
H 12.1453 -18.4378 -8.2544 0.18 0.12 -0.20 0.3720
H 10.7748 -17.5442 -7.6677 -0.01 0.38 -0.08 0.2722
H 12.3100 -16.6315 -8.1942 -0.78 -0.79 -0.07 0.3431
C 9.5834 -20.0716 -17.5282 -0.02 0.70 -0.42 -0.7517
S 8.8419 -18.4435 -17.0722 1.67 -0.87 0.16 0.9700
O 9.9560 -17.4574 -17.3756 -1.26 -0.54 -0.14 -0.7538
C 7.5906 -18.4743 -18.3609 0.53 1.32 -0.82 -0.9275
H 9.5967 -20.1083 -18.6199 0.43 0.11 0.08 0.5180
H 9.0211 -20.9152 -17.2088 -0.93 -0.32 0.47 -0.4062
H 10.5521 -20.1850 -17.0573 0.21 0.51 -0.24 0.4577
H 8.0555 -18.3326 -19.3669 -0.17 -0.09 0.78 0.4018
H 6.9900 -17.5738 -18.1226 -0.16 -0.78 -0.38 0.2863
H 7.0589 -19.4253 -18.3560 -0.24 0.16 0.35 0.1541
C 6.9653 -19.9520 -10.8689 0.58 -1.60 -0.11 0.2151
S 7.2611 -20.5221 -12.5679 -0.41 1.54 0.05 0.6775
O 5.9248 -20.5361 -13.2777 0.17 -0.29 0.09 -0.7080
C 8.0205 -18.8858 -13.0873 -0.57 -1.59 1.00 0.1259
H 7.9495 -19.9810 -10.4101 0.12 0.43 0.15 -0.3078
H 6.3335 -20.6458 -10.3070 -0.05 -0.09 -0.34 0.4710
H 6.5423 -18.9839 -10.8797 -0.35 1.08 0.01 -0.3627
H 8.9106 -18.7379 -12.4562 -0.01 0.02 -0.71 -0.1770
H 7.2816 -18.1340 -12.8552 -0.20 0.12 -0.02 0.1170
H 8.0935 -19.0200 -14.1560 0.70 0.28 -0.25 -0.1167
C 12.2012 -16.9793 -14.6231 -1.38 1.02 0.06 -1.1273
S 10.4228 -16.4579 -14.4522 1.07 -1.26 0.13 1.0831
O 10.3121 -16.0436 -13.0230 -0.25 0.23 0.40 -0.7484
C 10.5276 -14.9688 -15.3881 1.59 1.41 0.06 -1.2822
H 12.2824 -18.0056 -14.3080 0.16 -0.11 -0.15 0.1591
H 12.7401 -16.2982 -13.9726 0.08 0.06 0.13 0.4488
H 12.4302 -16.7739 -15.6552 0.40 -0.44 -0.41 0.4187
H 11.3539 -14.3229 -15.0234 -0.18 -0.55 0.23 0.3912
H 9.6513 -14.4175 -15.1083 -0.77 0.19 -0.44 0.3761
H 10.7385 -15.0722 -16.4550 -0.72 -0.42 0.12 0.3327